#a
Below is a single C4H8O3 molecule, with properties calculated with ωB97M-V with the def2-TZVPD basis set.

The geometry in XYZ format:
```
15
Properties=species:S:1:pos:R:3:lowdin_charge:R:1
C -1.068 0.200 0.285 -0.33
C -0.125 1.378 -0.184 -0.09
C 1.707 -0.176 -0.425 -0.29
C -0.108 -1.063 0.522 -0.13
H -2.642 -0.830 -0.423 0.12
H -1.374 0.413 1.389 0.16
H -0.233 1.459 -1.297 0.14
H -0.271 2.310 0.371 0.12
H 2.129 0.051 -1.433 0.15
H 2.409 -0.509 0.315 0.13
H 0.334 -1.058 1.520 0.12
H -0.725 -2.003 0.353 0.15
O -2.116 -0.012 -0.628 -0.03
O 1.262 1.030 0.175 -0.13
O 0.821 -1.189 -0.542 -0.09
```

Properties
HOMO   -9.59 eV
SMILES string   OC1COCOC1
Multiplicity   1
LUMO energy   0.8 eV
M   104.10 g/mol
Frontier orbital gap   0.381 Eh



#b
Below is a single C4H8O3 molecule, with properties calculated with ωB97M-V with the def2-TZVPD basis set.

The geometry in XYZ format:
```
15
Properties=species:S:1:pos:R:3:lowdin_charge:R:1
C 0.485 -0.758 -0.455 -0.34
C -0.617 1.049 0.985 -0.25
C 0.281 -0.188 0.949 -0.13
C -0.820 -1.210 -1.092 -0.18
O 1.104 0.222 -1.288 -0.05
O -0.068 2.118 0.225 -0.08
O -1.671 -1.870 -0.505 0.06
H 2.069 0.103 -1.196 0.13
H 0.256 1.745 -0.620 0.06
H 1.142 -1.635 -0.427 0.16
H -0.944 -0.949 -2.158 0.13
H -0.718 1.401 2.017 0.12
H -1.622 0.831 0.610 0.11
H -0.140 -0.955 1.609 0.12
H 1.263 0.097 1.346 0.12
```

Properties
HOMO   -10.02 eV
SMILES string   O=C[C@@H](O)CCO
Multiplicity   1
LUMO energy   0.3 eV
M   104.10 g/mol
Frontier orbital gap   0.381 Eh



#c
Below is a single C4H8O3 molecule, with properties calculated with ωB97M-V with the def2-TZVPD basis set.

The geometry in XYZ format:
```
15
Properties=species:S:1:pos:R:3:lowdin_charge:R:1
C 2.698 -0.740 0.096 -0.04
O 1.382 -0.668 0.644 -0.01
C 0.514 -0.029 -0.134 -0.56
O 0.669 0.208 -1.315 0.08
C -0.654 0.633 0.507 -0.05
C -1.902 0.291 -0.387 -0.22
O -2.964 -0.245 0.389 -0.07
H 3.226 0.171 0.391 0.10
H 3.167 -1.615 0.537 0.09
H 2.660 -0.800 -0.991 0.09
H -0.926 0.583 1.563 0.12
H -0.009 1.557 0.450 0.15
H -2.243 1.123 -1.007 0.12
H -1.592 -0.506 -1.080 0.12
H -3.720 0.351 0.365 0.08
```

Properties
HOMO   -10.42 eV
SMILES string   COC(=O)CCO
Multiplicity   1
LUMO energy   0.8 eV
M   104.10 g/mol
Frontier orbital gap   0.414 Eh



#d
Below is a single C4H8O3 molecule, with properties calculated with ωB97M-V with the def2-TZVPD basis set.

The geometry in XYZ format:
```
15
Properties=species:S:1:pos:R:3:lowdin_charge:R:1
C -0.723 -1.708 1.709 -0.05
O 0.326 -1.216 0.885 -0.02
C 0.072 0.070 0.602 -0.46
O -0.521 0.821 1.346 0.12
C 0.744 0.498 -0.678 -0.35
C -0.090 0.832 -1.922 -0.02
O 1.514 1.618 -0.293 -0.01
H -0.730 -1.199 2.670 0.09
H -0.612 -2.787 1.798 0.10
H -1.622 -1.407 1.162 0.10
H 1.398 -0.339 -0.933 0.15
H -0.679 -0.004 -2.318 0.08
H 0.653 1.099 -2.681 0.08
H -0.742 1.700 -1.782 0.09
H 1.013 2.022 0.434 0.09
```

Properties
HOMO   -10.57 eV
SMILES string   COC(=O)[C@@H](C)O
Multiplicity   1
LUMO energy   0.8 eV
M   104.10 g/mol
Frontier orbital gap   0.418 Eh



It is #d that is most stable; the runner-up trails by 0.454 eV.



#a
Below is a single C4H8O3 molecule, with properties calculated with ωB97M-V with the def2-TZVPD basis set.

The geometry in XYZ format:
```
15
Properties=species:S:1:pos:R:3:lowdin_charge:R:1
O -1.958 1.176 1.073 -0.06
C -1.504 0.765 -0.208 -0.28
C -0.831 -0.569 -0.090 -0.04
C 0.465 -0.732 0.180 -0.31
O 1.067 -1.952 0.308 0.04
C 1.508 0.344 0.366 -0.19
O 2.324 0.082 1.484 -0.04
H -2.450 1.998 0.956 0.09
H -0.815 1.508 -0.636 0.11
H -2.348 0.676 -0.909 0.11
H -1.465 -1.452 -0.179 0.11
H 0.396 -2.646 0.275 0.12
H 2.109 0.411 -0.556 0.13
H 1.032 1.310 0.538 0.12
H 2.565 -0.853 1.433 0.08
```

Properties
HOMO   -9.15 eV
SMILES string   OC/C=C(/O)CO
Multiplicity   1
LUMO energy   0.8 eV
M   104.10 g/mol
Frontier orbital gap   0.364 Eh



#b
Below is a single C4H8O3 molecule, with properties calculated with ωB97M-V with the def2-TZVPD basis set.

The geometry in XYZ format:
```
15
Properties=species:S:1:pos:R:3:lowdin_charge:R:1
O -2.395 1.238 -0.442 -0.06
C -1.072 0.764 -0.574 -0.26
C -0.950 -0.455 0.346 -0.10
C 0.440 -1.000 0.254 -0.37
O 0.704 -1.959 -0.448 0.08
C 1.628 -0.221 0.802 -0.19
O 2.380 -0.002 -0.372 -0.06
H -2.503 1.988 -1.039 0.09
H -0.336 1.533 -0.291 0.12
H -0.849 0.459 -1.609 0.13
H -1.640 -1.230 0.008 0.13
H -1.197 -0.152 1.368 0.13
H 1.348 0.726 1.276 0.12
H 2.187 -0.821 1.539 0.13
H 2.255 -0.869 -0.819 0.09
```

Properties
HOMO   -10.04 eV
SMILES string   O=C(CO)CCO
Multiplicity   1
LUMO energy   0.7 eV
M   104.10 g/mol
Frontier orbital gap   0.396 Eh



It is #b that is most stable; the runner-up trails by 0.297 eV.



#a
Below is C4H10N2OS as an isolated structure, with properties calculated with ωB97M-V with the def2-TZVPD basis set.

The geometry in XYZ format:
```
18
Properties=species:S:1:pos:R:3:lowdin_charge:R:1
C 0.064 0.578 -0.010 -0.25
N -1.196 1.155 -0.484 0.05
C -2.174 0.295 -0.450 -0.34
O -2.474 -0.492 0.644 0.01
C 0.876 -0.535 -0.720 -0.51
C 2.272 -0.509 0.016 -0.66
S 3.172 0.975 -0.133 0.67
N 0.351 -1.806 -0.645 0.14
H -0.117 0.099 0.964 0.10
H 0.731 1.455 0.141 0.08
H -2.885 0.400 -1.282 0.14
H -1.752 -0.916 -0.087 0.14
H -1.733 1.928 2.033 0.04
H 2.927 -1.331 -0.294 0.07
H 2.149 -0.752 1.088 0.08
H -1.250 1.732 2.563 0.05
H 0.008 -2.050 -1.577 0.06
H 1.032 -0.227 -1.770 0.14
```

Properties
HOMO   -8.76 eV
Multiplicity   1
LUMO energy   -3.7 eV
M   134.20 g/mol
Frontier orbital gap   0.184 Eh



#b
Below is a single C4H10N2OS molecule, with properties calculated with ωB97M-V with the def2-TZVPD basis set.

The geometry in XYZ format:
```
18
Properties=species:S:1:pos:R:3:lowdin_charge:R:1
O 0.129 -2.557 -0.217 -0.05
C -0.130 -1.350 -0.023 -0.61
N 0.621 -0.771 0.997 0.00
C 0.616 0.614 1.528 -0.25
C 1.493 1.596 0.778 -0.53
S 1.711 1.427 -1.057 0.66
C -1.234 -0.624 -0.491 -0.17
N -1.801 -1.197 -1.689 0.11
H 1.416 -1.284 1.332 0.12
H -0.464 0.774 1.439 0.09
H 0.972 0.558 2.574 0.12
H 2.436 1.639 1.335 0.07
H 1.032 2.588 0.855 0.06
H 0.780 2.368 -1.438 -0.14
H -1.783 0.184 -0.031 0.08
H -2.843 -1.349 -1.611 0.17
H -1.668 -0.538 -2.448 0.14
H -1.285 -2.077 -1.835 0.15
```

Properties
HOMO   -6.90 eV
SMILES string   [NH3+]/C=C(\[O-])NCCS
Multiplicity   1
LUMO energy   0.3 eV
M   134.20 g/mol
Frontier orbital gap   0.263 Eh



#c
Below is C4H10N2OS as an isolated structure, with properties calculated with ωB97M-V with the def2-TZVPD basis set.

The geometry in XYZ format:
```
18
Properties=species:S:1:pos:R:3:lowdin_charge:R:1
C -1.898 -0.350 0.746 -0.13
C -1.275 0.163 -0.558 -0.37
C 1.178 -0.038 -0.370 -0.53
C 2.137 -0.010 0.869 -0.06
H -2.759 0.441 1.376 0.13
H -0.758 -0.659 1.335 0.13
H -2.521 -1.514 0.430 0.14
H -1.270 -0.607 -1.266 0.07
H -2.014 0.836 -0.912 0.09
H -0.610 2.449 1.399 -0.06
H 2.626 -1.187 1.107 0.16
H 2.771 0.967 1.008 0.09
H 1.310 -0.032 1.592 0.02
H 0.812 -1.727 -2.841 0.05
N 0.064 0.726 -0.381 -0.47
N 1.499 -0.868 -1.292 0.06
O 0.529 -0.996 -2.350 -0.07
S 0.179 2.404 0.108 0.76
```

Properties
HOMO   -8.69 eV
Multiplicity   1
LUMO energy   0.5 eV
M   134.20 g/mol
Frontier orbital gap   0.338 Eh



It is #b that is most stable; the runner-up trails by 3.838 eV.



#a
Below is a single C4H10N2OS molecule, with properties calculated with ωB97M-V with the def2-TZVPD basis set.

The geometry in XYZ format:
```
18
Properties=species:S:1:pos:R:3:lowdin_charge:R:1
C 0.004 0.926 -0.039 -0.21
N -0.861 0.444 -1.127 0.06
C -2.229 0.287 -0.952 -0.62
N -2.662 0.236 0.355 0.15
O -2.995 0.218 -1.895 0.04
C 0.655 -0.235 0.711 -0.28
C 2.127 -0.388 0.254 -0.58
S 2.833 -1.874 1.014 0.70
H 0.732 1.585 -0.516 0.12
H -0.544 1.574 0.648 0.11
H -0.707 0.843 -2.039 0.13
H -3.615 -0.098 0.440 0.11
H -2.048 -0.203 1.025 0.08
H 0.603 -0.086 1.792 0.11
H 0.161 -1.167 0.464 0.10
H 2.075 -0.633 -0.795 0.07
H 2.604 0.551 0.489 0.07
H 3.866 -1.979 0.172 -0.15
```

Properties
HOMO   -9.33 eV
SMILES string   NC(=O)NCCCS
Multiplicity   1
LUMO energy   0.8 eV
M   134.20 g/mol
Frontier orbital gap   0.373 Eh



#b
Below is a single C4H10N2OS molecule, with properties calculated with ωB97M-V with the def2-TZVPD basis set.

The geometry in XYZ format:
```
18
Properties=species:S:1:pos:R:3:lowdin_charge:R:1
C -2.603 -1.307 -0.461 -0.02
C -1.639 -0.159 -0.168 -0.51
C 0.304 -0.529 0.963 -0.27
C 1.773 -0.939 0.634 -0.51
H -2.358 -2.234 0.161 0.09
H -2.490 -1.482 -1.584 0.10
H -3.710 -1.053 -0.215 0.10
H 0.304 0.492 1.364 0.10
H -0.136 -1.252 1.651 0.13
H 1.803 -2.002 0.296 0.09
H 2.374 -0.892 1.594 0.09
H 1.691 -0.042 -1.491 -0.15
H -1.327 2.848 0.060 0.04
H -0.044 1.833 -0.112 0.08
N -1.960 0.999 0.122 0.04
N -0.996 1.980 0.311 0.02
O -0.352 -0.505 -0.298 -0.13
S 2.525 0.286 -0.511 0.71
```

Properties
HOMO   -8.81 eV
SMILES string   C/C(=N/N)OCCS
Multiplicity   1
LUMO energy   0.9 eV
M   134.20 g/mol
Frontier orbital gap   0.355 Eh



It is #a that is most stable; the runner-up trails by 2.434 eV.